# 1
Entry from OMol25: 4 unconnected molecules or ions with the total composition C8H23BrNO3 (wB97M-V/def2-TZVPD).

Geometry as XYZ:
```
36
Properties=species:S:1:pos:R:3:forces:R:3
Br -1.781542 -0.056216 2.018080 -0.007 -0.082 0.041
C -6.531692 -1.080956 5.303920 0.051 0.464 -0.870
C -6.822142 -2.209476 4.346330 0.456 -1.764 0.277
O -6.728972 -1.911826 2.962690 -0.302 0.333 0.457
H -7.018682 -1.188346 6.273150 -0.046 0.057 -0.118
H -6.853752 -0.194876 4.756890 -0.148 0.421 0.550
H -5.451842 -1.009516 5.434020 -0.027 0.169 0.158
H -7.761992 -2.732906 4.521880 -0.405 0.542 -0.173
H -6.097792 -2.992396 4.570940 0.252 -0.316 -0.029
H -5.832612 -1.600066 2.817980 0.257 0.132 -0.297
C 4.340778 -1.883196 4.828970 -0.249 -0.331 0.628
C 3.843368 -2.114616 3.420120 0.704 -1.159 2.704
O 4.045638 -0.884596 2.862950 -0.790 1.379 -2.257
H 3.812858 -0.990096 5.163300 0.123 -0.024 0.275
H 5.407458 -1.660916 4.799340 0.025 -0.145 0.241
H 4.084968 -2.700876 5.502820 0.347 -0.119 0.135
H 2.785958 -2.353316 3.534150 -0.049 -0.399 -0.639
H 4.451568 -2.902716 2.976170 -0.358 -0.196 -0.508
H 3.159908 -0.704886 2.539250 0.173 1.019 -0.593
C 3.182078 2.445024 -3.163900 0.731 0.829 -1.841
C 1.931668 2.704824 -4.008320 -1.275 -2.377 0.256
C 1.654638 1.501514 -5.114860 0.699 2.331 1.732
O 0.457738 1.826684 -5.821930 0.358 -0.725 0.758
C -0.010432 0.748374 -6.631260 0.242 0.823 0.102
N 0.777758 2.782684 -3.056900 0.593 0.379 -1.701
H 4.064108 2.643504 -3.772780 0.240 0.115 -0.250
H 3.332598 1.397154 -2.904290 -0.560 0.114 0.632
H 3.247078 3.190544 -2.371390 -0.256 -0.573 0.375
H 1.857138 3.633174 -4.574640 0.719 0.128 0.120
H 1.649748 0.589394 -4.518100 -0.642 -0.347 -0.137
H 2.534968 1.449624 -5.755500 -0.020 -0.002 -0.529
H -0.910372 1.092214 -7.141150 0.202 0.141 -0.171
H -0.313112 -0.133936 -6.067340 0.354 -0.106 0.257
H 0.804188 0.548654 -7.327410 -0.268 -0.549 -0.351
H 0.615548 1.882844 -2.627860 0.074 -0.278 0.228
H 0.073188 2.869514 -3.775330 -1.197 0.115 0.537
```
Forces are in eV/Å.

Results
LUMO: 2.6 eV
Total energy: -3173.08926 a.u.
Net charge: -1


# 2
Entry from OMol25: a single C4H5NO2 molecule (wB97M-V/def2-TZVPD).

Geometry as XYZ:
```
12
Properties=species:S:1:pos:R:3:forces:R:3
C -1.271384 -0.096170 -0.092384 -3.252 -4.261 0.284
C -0.261004 -1.261600 0.120836 -2.497 -2.017 0.292
C 1.530982 0.150261 -0.071040 4.019 -0.930 -0.735
C 0.746945 1.173510 -0.136653 -1.940 1.655 1.801
H -0.537503 -2.035488 -0.624892 -0.323 0.043 1.125
H -0.557551 -1.573593 1.272024 1.499 0.380 -2.758
H 2.649386 -0.016934 -0.032683 -1.138 1.857 -0.046
H 1.183517 2.086630 0.145632 -0.021 1.356 -0.050
H -1.379267 1.808935 -0.249358 2.050 -1.627 1.188
N -0.700147 1.013855 0.094924 1.561 7.275 -2.040
O -2.520704 -0.187018 -0.193261 2.681 -0.723 -0.133
O 1.116732 -1.062392 -0.233142 -2.639 -3.010 1.071
```
Forces are in eV/Å.

Results
LUMO: 0.7 eV
Total energy: -360.57259 a.u.
Net charge: 0


# 3
Entry from OMol25: 3 unconnected molecules or ions with the total composition C4H13O3S (wB97M-V/def2-TZVPD).

Geometry as XYZ:
```
21
Properties=species:S:1:pos:R:3:forces:R:3
C -0.936676 -1.987419 -0.724439 -0.743 -0.566 0.294
O -1.788771 -2.911938 -0.283444 0.221 0.060 -0.170
C -1.458368 -0.539770 -0.488411 1.498 -0.156 0.541
C -0.314435 0.492274 -0.562927 -0.196 0.237 -0.523
C -0.878793 1.895909 -0.710182 0.004 0.563 0.659
S 0.255405 3.303135 -1.083003 0.089 -0.137 -0.293
H -0.646291 -2.114787 -1.800862 0.062 0.295 -0.095
H 0.074455 -2.012184 -0.182206 0.132 0.104 -0.024
H -2.290911 -0.290385 -1.146760 -0.061 -0.078 0.083
H -1.745105 -0.583976 0.567200 -0.659 0.138 -0.236
H 0.258224 0.465594 0.360472 0.116 -0.043 -0.042
H 0.410537 0.255369 -1.355053 -0.281 0.027 -0.168
H -1.294909 2.193806 0.257613 -0.238 -0.216 -0.160
H -1.688513 1.948634 -1.439448 0.202 -0.068 -0.109
H 1.443840 2.702476 -0.933191 -0.122 -0.157 0.084
H 1.949577 0.012039 2.278047 0.088 0.296 0.245
H 0.589536 0.528912 2.153758 -0.190 0.382 0.277
O 1.428600 0.795829 2.548957 0.013 -0.502 -0.171
H 1.596238 -1.882570 0.914516 0.260 0.223 0.009
H 2.628419 -0.860434 0.434092 -0.077 -0.122 -0.021
O 2.407931 -1.410513 1.195273 -0.119 -0.279 -0.181
```
Forces are in eV/Å.

Results
LUMO: 2.9 eV
Total energy: -784.09468 a.u.
Net charge: -1


# 4
Entry from OMol25: 2 unconnected molecules or ions with the total composition C2H4Cl4O (wB97M-V/def2-TZVPD).

Geometry as XYZ:
```
11
Properties=species:S:1:pos:R:3:forces:R:3
Cl 0.000000 0.000000 0.000000 0.133 1.030 -0.409
Cl 1.676869 3.028539 -2.792689 -0.767 -1.255 0.437
Cl 1.306660 0.035030 -2.954889 -0.353 1.342 0.284
Cl -1.066450 1.869129 -2.853509 1.295 -0.326 0.199
C 0.611020 1.553429 -0.677690 0.399 0.625 -1.105
C 0.656300 1.591299 -2.282439 -0.297 -0.270 0.782
H -0.029080 2.424029 -0.437270 0.126 -0.805 0.249
H 1.617099 1.749759 -0.259710 -0.513 -0.356 -0.433
O 3.830978 -2.989849 -1.566780 -1.132 0.132 0.443
H 2.999199 -3.394848 -1.901999 0.869 0.458 0.405
H 3.551908 -2.460759 -0.785470 0.239 -0.576 -0.853
```
Forces are in eV/Å.

Results
LUMO: 0.2 eV
Total energy: -1994.59694 a.u.
Net charge: 0


# 5
Entry from OMol25: 2 unconnected molecules or ions with the total composition C3H10N2O3S (wB97M-V/def2-TZVPD).

Geometry as XYZ:
```
19
Properties=species:S:1:pos:R:3:forces:R:3
C -2.304664 -1.118269 -0.096013 -1.237 1.377 -1.428
C -0.963634 -0.446696 0.079198 1.040 -0.798 1.517
C -1.029931 1.050460 -0.284287 -1.689 -6.137 -3.408
N -0.585337 2.019499 0.411451 -0.841 5.198 -0.354
N -0.445784 -0.635374 1.472661 -1.493 -0.503 -0.540
O 3.703687 -0.996627 0.168092 -1.300 0.323 0.232
O 2.360826 0.224576 -1.503634 -0.719 0.046 0.878
O 2.474340 1.065244 0.751873 1.476 -2.514 1.277
S 2.369798 -0.415034 0.039515 2.080 0.659 -0.971
H -3.122755 -0.446585 0.241670 0.453 -0.543 0.325
H -2.430046 -2.132957 0.350011 0.379 0.733 -0.730
H -2.386808 -1.008111 -1.223340 -0.475 -1.186 0.991
H -0.279213 -1.121514 -0.476972 -0.016 0.941 -0.855
H -1.732573 1.169226 -1.232273 1.044 0.541 2.133
H 1.953236 1.698825 0.329953 -1.647 1.802 -1.383
H -0.730561 2.952226 -0.076805 1.524 -0.787 1.630
H 2.910755 -0.343847 -2.043372 0.375 -0.320 -0.266
H -0.011358 -1.560502 1.478294 -0.032 0.488 0.310
H 0.250016 0.045459 1.613986 1.080 0.682 0.641
```
Forces are in eV/Å.

Results
Expectation value of S²: 2.007
Spin multiplicity: 3
LUMO (alpha / beta): 0.6 / -3.4 eV
Total energy: -853.48445 a.u.
Net charge: 0


# 6
Entry from OMol25: a molecular structure, C23H37N3O2 (wB97M-V/def2-TZVPD).

Geometry as XYZ:
```
65
Properties=species:S:1:pos:R:3:forces:R:3
C -2.506951 3.522653 1.535618 0.201 1.684 1.415
C -2.143090 2.993489 0.090049 -12.447 -1.211 8.135
C -3.022168 2.154935 -0.642869 -5.920 3.051 10.037
C -2.736024 1.706008 -1.748417 3.483 -0.857 -6.443
C -1.424062 2.095339 -2.276083 -4.872 -6.238 -4.688
C -0.601887 2.663059 -1.498419 7.011 2.972 0.528
C -1.009376 3.180306 -0.194070 17.219 3.098 -6.455
H 0.008980 3.790351 0.155870 -3.503 -1.387 0.393
H 0.539451 2.788647 -2.007420 -3.051 -0.142 1.947
C -1.159563 1.343135 -3.649402 -2.175 -2.902 0.491
N -0.382481 -0.177476 -3.529267 2.151 10.148 -0.940
C 1.045217 -0.154575 -3.461863 -2.848 5.088 -1.290
O 1.690577 1.049906 -3.508010 -2.682 -7.181 0.564
C 1.228100 -1.661424 -3.491886 3.597 0.517 3.075
H 2.111641 -1.731373 -4.203328 -1.308 -1.162 0.648
C -0.183630 -2.338633 -3.611484 5.529 4.575 -9.374
H -0.340530 -3.033590 -3.033626 -1.392 -7.265 5.807
H -0.210619 -2.637282 -4.677669 0.182 -0.921 0.516
C -1.113475 -1.276100 -3.614230 -5.132 -0.549 5.648
H -2.024994 -1.357358 -4.210276 0.456 0.390 -0.568
C -1.807271 -1.424981 -2.106377 -10.779 -4.882 -4.657
O -3.127817 -1.980334 -1.985880 6.504 3.332 -1.242
N -1.141883 -1.422325 -1.062974 1.640 0.404 -1.842
H -0.307004 -1.072696 -1.022935 6.974 2.961 -1.791
C -1.379702 -1.491410 0.193986 -11.788 -2.228 6.533
H -1.477988 -2.464092 0.568380 0.114 -1.757 0.554
H -2.802518 -1.127190 0.310563 3.602 -1.470 -0.485
C -0.919154 -0.540621 1.122239 -5.025 4.341 3.693
N 0.365448 -0.604053 1.318393 8.087 3.802 -1.120
C 0.858254 -1.764035 1.854714 1.634 -3.899 -0.060
H 0.812636 -2.685722 1.127593 -0.736 1.338 1.260
C 0.523609 -2.096885 3.263946 -6.006 -3.659 -0.891
C 1.019921 -3.546051 3.604991 1.896 5.225 5.252
H 0.626557 -3.726569 4.659173 0.631 -0.337 -1.452
H 0.792230 -4.221416 2.952116 -2.127 -3.992 -3.807
H 2.141238 -3.602125 3.626970 -0.615 0.376 0.321
C 0.863199 -1.051163 4.263014 -11.119 -4.036 2.373
H 0.219000 -1.642849 5.357211 2.403 1.917 -2.777
H 0.167816 -0.258064 4.163735 0.517 1.520 -0.143
H 1.781595 -1.069437 4.421192 8.215 1.107 1.675
H -0.867100 -2.290270 3.180033 3.851 0.686 0.823
H 1.891797 -1.886065 2.079952 2.022 1.418 -1.202
C 1.143842 0.675053 1.601108 0.030 -0.951 -7.433
H 0.603137 1.542960 0.986761 1.283 -2.002 0.532
C 2.754195 0.616112 1.151433 -10.362 7.899 -10.433
C 2.757555 0.222186 -0.452811 2.542 -7.024 11.318
H 2.343526 -0.796159 -0.428874 0.468 0.094 -0.571
H 3.744811 0.267246 -0.663462 3.525 -0.788 -0.851
H 2.402675 0.717458 -1.120288 -5.433 6.730 -6.934
C 3.212363 1.971850 1.310909 2.690 2.601 -8.306
H 4.306588 2.070688 0.936046 -1.390 -0.225 1.098
H 3.091483 2.465957 2.155990 -0.658 2.128 3.990
H 2.741643 2.763759 0.276034 0.879 -2.307 3.376
H 3.060498 0.069823 1.768428 5.662 -8.918 8.350
H 0.914117 1.010994 2.484415 -0.321 1.479 5.709
H -1.393112 0.405838 0.802307 1.484 0.359 -0.384
H -1.390682 -0.420062 2.246865 -0.510 -1.430 -2.232
H 1.632939 -1.845880 -2.385951 -0.308 -0.062 -2.313
H -0.449060 1.880235 -4.202634 0.638 0.639 -1.241
H -2.349753 1.062248 -4.296523 4.125 1.016 2.089
H -3.441315 1.179927 -2.275910 -1.158 -1.487 -1.542
H -4.098108 1.990204 -0.047758 2.847 0.186 -1.928
H -1.517789 3.515089 2.174736 -1.929 -0.148 -1.203
H -3.319114 2.994050 2.192907 1.352 0.847 -1.695
H -2.748417 4.688760 1.473015 0.150 -2.510 0.142
```
Forces are in eV/Å.

Results
LUMO: 0.6 eV
Total energy: -1212.50448 a.u.
Net charge: 0


# 7
Entry from OMol25: 2 unconnected molecules or ions with the total composition C10H15N2 (wB97M-V/def2-TZVPD).

Geometry as XYZ:
```
27
Properties=species:S:1:pos:R:3:forces:R:3
C 0.478437 1.316299 2.563820 0.454 2.957 2.158
C 0.397857 0.238399 -0.954758 0.658 1.887 1.532
C 0.906102 0.192669 0.382223 -1.445 1.102 -0.883
C 0.277781 1.282682 1.102116 -0.293 -1.530 1.335
C -0.475956 2.034059 0.291226 -1.232 0.148 -2.000
C 0.745569 -0.814677 -1.815566 -1.117 1.121 -1.693
C 1.605068 -1.786755 -1.379419 -0.355 1.927 1.485
C 2.173589 -1.682776 -0.073960 1.761 -2.793 -1.996
C 1.819309 -0.763974 0.830325 -0.770 0.880 -0.080
N -0.349445 1.512866 -1.052153 1.345 -2.770 0.713
H 0.453351 -0.882474 -2.901681 0.032 0.400 1.285
H 1.794552 -2.393097 -2.206122 1.211 -1.841 -0.308
H -1.119074 1.449407 -1.680545 -0.573 0.779 -0.486
H 3.033826 -2.325890 0.175258 -0.740 -0.026 -0.144
H -1.148679 2.918838 0.437154 0.997 -1.046 0.038
H 2.283866 -0.795461 1.798110 -0.052 0.381 0.272
H 1.181318 2.223338 2.639899 0.350 -1.937 0.565
H 0.753299 0.344743 3.086345 0.106 1.519 -0.947
H -0.273507 1.845318 3.230013 -0.142 -1.112 -1.210
C -3.460471 -0.466506 -0.140906 -2.357 -2.233 1.923
N -2.066535 -0.901877 -0.183527 0.054 0.589 3.094
H -1.821893 -1.303483 -1.059316 0.613 -0.187 -1.045
H -1.558921 -0.002480 0.021374 0.579 -1.110 -0.256
H -1.818397 -1.625184 0.577734 -0.483 1.478 -1.370
H -3.709526 0.316459 -0.752459 0.203 1.736 -2.292
H -3.796058 -0.042829 0.814673 0.798 -0.595 0.283
H -4.146015 -1.300662 -0.361285 0.398 0.278 0.030
```
Forces are in eV/Å.

Results
LUMO: -3.4 eV
Total energy: -499.25695 a.u.
Net charge: +1